{
  "formula": "C21H47AlBr2FI2N4NaO6S",
  "method": "ωB97M-V with the def2-TZVPD basis set",
  "spin_multiplicity": 1,
  "energy_ha": -8144.135694,
  "total_charge": 2,
  "symbols": ["I", "I", "Br", "Br", "S", "Al", "Na", "F", "O", "O", "O", "O", "O", "O", "N", "N", "N", "N", "C", "C", "C", "C", "C", "C", "C", "C", "C", "C", "C", "C", "C", "C", "C", "C", "C", "C", "C", "C", "C", "H", "H", "H", "H", "H", "H", "H", "H", "H", "H", "H", "H", "H", "H", "H", "H", "H", "H", "H", "H", "H", "H", "H", "H", "H", "H", "H", "H", "H", "H", "H", "H", "H", "H", "H", "H", "H", "H", "H", "H", "H", "H", "H", "H", "H", "H", "H"],
  "positions_angstrom": [[-4.683849, -3.564810, -1.633607], [-4.659932, -2.185088, 3.121559], [-2.147115, -1.003281, -1.759726], [-2.518300, -4.031512, -3.330982], [0.877009, 2.200894, 2.309460], [-2.088688, 0.916034, 2.168539], [3.669616, 5.908220, 2.694623], [1.614670, 4.653560, -4.329843], [3.853462, 6.078370, -0.967704], [0.422036, 2.001589, 0.966621], [2.640429, -1.893513, 3.658352], [1.794339, 3.517826, 2.334009], [-0.401176, -1.518995, -5.692723], [-0.103607, 2.287565, 3.362302], [-1.593770, -1.909454, -7.583297], [2.284492, -5.288310, 0.535609], [-2.618139, -1.922612, -5.501236], [-8.255285, 1.268201, 0.384798], [4.373206, -3.471215, 4.005678], [4.298168, 4.541708, -2.711086], [-0.823665, -1.986868, 0.667575], [-5.833718, -1.148850, -0.123538], [1.228065, 4.719367, 1.766530], [0.847627, -6.726785, -1.085789], [4.685992, 4.954080, -1.299101], [3.770615, -2.165944, 4.502536], [-1.850466, -0.944264, 0.179104], [-5.085193, -2.419337, 0.186649], [-3.863604, -2.188275, 1.088112], [-1.458766, -1.764967, -6.234544], [4.049669, -3.422963, 2.514914], [-0.740904, -3.319877, -0.088480], [0.261696, 5.408816, 2.713734], [1.655015, -5.927182, -0.178879], [3.197390, 6.555615, -2.166742], [3.878044, 5.866783, -3.325034], [-3.165992, -0.868809, 0.894745], [2.095971, 1.009035, 2.710489], [2.676944, -2.773886, 2.516993], [0.804166, -7.762726, -0.754726], [-0.767283, -1.802152, -8.142345], [4.521782, 4.153167, -0.568275], [1.265023, -6.711183, -2.090954], [5.106819, 4.046516, -3.245333], [-0.170945, -6.344039, -1.137045], [2.552384, 1.269498, 3.661733], [-8.335429, 0.595001, -0.381336], [-8.999778, 1.966550, 0.307221], [4.769267, -2.784006, 1.997405], [-1.644620, -3.585989, -0.621523], [0.157212, -1.522170, 0.631423], [-3.512611, -2.123589, -5.908623], [3.212036, 5.747476, -4.186882], [3.865798, -4.319075, 4.469534], [-5.754067, -3.077483, 0.727597], [5.436492, -3.552016, 4.221431], [2.072485, 5.375431, 1.557308], [-8.338303, 0.777031, 1.278641], [-2.918573, -0.552191, 1.919804], [2.835510, 0.978385, 1.914180], [-5.991469, -0.629026, 0.820019], [-0.573924, -4.101549, 0.643973], [-1.361826, 0.034295, 0.319953], [1.886289, -3.520201, 2.631750], [3.440590, 3.868091, -2.686144], [-5.247193, -0.506647, -0.766969], [0.712467, 5.558719, 3.698353], [3.440930, -2.217048, 5.540043], [4.762528, 6.432865, -3.637543], [1.593262, 0.045919, 2.795896], [-2.542770, -1.809093, -4.511437], [-0.036787, 6.375333, 2.308326], [3.263457, 7.642980, -2.210681], [4.482498, -1.338025, 4.403959], [-1.070412, -2.179021, 1.707473], [-2.465318, -2.112736, -8.034146], [0.122029, -3.281108, -0.735012], [5.733995, 5.269389, -1.239404], [0.761549, 4.503684, 0.806082], [4.050366, -4.395922, 2.030387], [-6.813752, -1.398248, -0.528540], [2.480017, -2.198494, 1.609001], [-0.634891, 4.811789, 2.861341], [2.144167, 6.268931, -2.115728], [-7.343509, 1.730635, 0.334123], [-3.231943, -3.068818, 1.035070]],
  "forces_ev_per_angstrom": [[0.33, -0.49, -0.59], [-0.01, -0.18, -0.18], [0.06, 0.36, 0.11], [-0.85, -0.21, 0.78], [0.96, -0.07, 0.23], [-0.21, 1.09, -0.09], [0.38, 0.07, -0.17], [-0.10, -0.03, 0.16], [0.06, -0.08, 0.65], [-0.45, 0.01, -0.06], [0.02, 0.00, -0.15], [0.05, -0.08, 0.14], [0.03, -0.06, 0.12], [0.17, 0.09, -0.20], [-0.03, -0.05, 0.08], [-0.08, 0.02, -0.01], [0.01, 0.03, -0.43], [-0.03, 0.05, 0.00], [-0.13, -0.03, 0.01], [-0.16, -0.20, 0.10], [-0.33, -0.17, -0.67], [-0.14, -0.16, -0.37], [-0.67, 0.40, 0.05], [-0.16, -0.21, -0.22], [0.13, 0.10, -0.14], [0.10, 0.07, -0.01], [-0.08, 0.05, 0.43], [0.15, 0.75, 1.02], [-0.38, 0.29, -0.17], [0.00, 0.12, -0.08], [0.19, 0.07, 0.02], [0.11, 0.18, 0.83], [0.03, -0.12, 0.09], [-0.03, -0.03, -0.05], [-0.41, -0.03, -0.12], [0.42, 0.27, -0.27], [0.64, 0.01, 0.21], [0.04, 0.14, 0.02], [-0.09, -0.13, 0.12], [0.06, 0.01, 0.08], [0.01, 0.02, 0.01], [-0.04, 0.04, 0.05], [0.09, 0.06, 0.03], [0.04, 0.04, 0.01], [0.02, 0.09, 0.07], [-0.06, -0.05, 0.06], [0.02, 0.00, 0.00], [0.00, 0.00, 0.00], [0.00, 0.01, -0.01], [-0.06, 0.14, -0.26], [0.18, 0.08, 0.11], [0.01, 0.03, -0.02], [-0.14, -0.19, 0.19], [0.01, 0.00, 0.02], [-0.05, -0.79, -0.42], [0.01, 0.02, -0.01], [-0.06, -0.21, -0.51], [0.00, 0.00, 0.00], [-0.49, -1.20, 0.08], [-0.04, 0.02, -0.05], [0.20, 0.07, 0.30], [0.21, -0.27, 0.06], [0.19, 0.18, -0.31], [0.02, -0.03, -0.06], [-0.05, 0.04, -0.11], [-0.06, 0.19, -0.23], [-0.02, 0.03, 0.00], [-0.08, 0.04, -0.02], [0.01, 0.02, 0.06], [0.02, -0.02, 0.08], [0.02, 0.17, -0.06], [0.05, 0.00, -0.05], [0.12, 0.00, 0.14], [0.04, -0.03, 0.03], [0.03, 0.06, 0.28], [0.00, 0.03, -0.01], [-0.03, -0.26, -0.53], [0.00, -0.04, -0.01], [0.16, -0.08, -0.06], [-0.05, 0.08, 0.04], [-0.06, 0.02, -0.37], [-0.02, 0.05, 0.02], [-0.01, 0.00, 0.00], [0.00, -0.03, -0.10], [0.01, -0.02, -0.01], [0.19, -0.15, 0.26]],
  "lowdin_charge": [1.070, 0.935, 0.737, 0.148, 0.528, 1.031, 0.859, -0.523, -0.197, -0.298, -0.187, -0.261, 0.042, -0.388, 0.161, 0.178, 0.090, 0.335, -0.159, -0.166, -0.257, -0.213, -0.243, -0.053, -0.221, -0.199, -0.769, -0.774, -0.752, -0.682, -0.177, -0.137, -0.045, -0.251, -0.192, -0.184, -0.472, -0.095, -0.224, 0.090, 0.112, 0.098, 0.091, 0.118, 0.070, 0.091, 0.151, 0.167, 0.117, -0.030, 0.103, 0.091, 0.090, 0.118, 0.038, 0.117, 0.071, 0.163, -0.220, 0.096, 0.044, 0.072, -0.001, 0.103, 0.106, 0.065, 0.089, 0.118, 0.118, 0.068, -0.047, 0.099, 0.115, 0.114, 0.111, 0.096, 0.079, 0.113, 0.138, 0.081, 0.067, 0.104, 0.079, 0.110, 0.162, 0.060]
}